{
  "formula": "C19H19F3N6",
  "method": "ωB97M-V/def2-TZVPD",
  "relative_energy_ev": 4.171,
  "lumo_ev": -0.40,
  "orbital_gap_ev": 6.6,
  "species": ["F", "F", "F", "N", "N", "N", "C", "C", "C", "C", "C", "C", "C", "C", "C", "C", "C", "N", "N", "N", "C", "C", "C", "C", "C", "C", "C", "C", "H", "H", "H", "H", "H", "H", "H", "H", "H", "H", "H", "H", "H", "H", "H", "H", "H", "H", "H"],
  "coordinates": [[-3.11878, 1.74281, -6.28596], [-1.30651, 0.40965, -6.03877], [-3.50175, -0.24652, -5.70662], [-2.31945, 1.98486, -0.27468], [-1.29181, -0.39949, 1.98859], [-1.94383, 0.19571, -3.22368], [-1.13014, 0.11027, -0.88935], [-0.89927, -0.54200, 3.27861], [-1.13688, 0.85774, 1.51823], [-2.59943, 1.03457, -4.08617], [-0.33417, 0.37950, 4.13823], [-0.59736, 1.87029, 2.31971], [-0.27703, 1.60300, 3.65659], [-3.17175, 2.30197, -3.70433], [-3.15706, 2.60323, -2.35914], [-1.79053, 0.56667, -1.97452], [-2.46433, 1.71032, -1.51330], [-1.44610, 0.99792, 0.14059], [3.47289, -3.15774, -2.07416], [2.83192, -3.81589, -1.03746], [-2.58083, 0.74708, -5.60234], [3.39455, -1.74849, -1.60648], [-0.56562, -2.38514, -0.45237], [0.51909, -3.29092, -1.09317], [1.21045, -0.57253, -0.36574], [-0.10801, -0.98741, -1.00148], [1.81785, -3.06205, -0.38122], [2.30645, -1.61798, -0.56391], [-0.87068, -1.54228, 3.69713], [-0.17253, 0.10636, 5.20040], [-0.67892, 2.83902, 1.74929], [0.08536, 2.50774, 4.13510], [-3.79476, 2.88961, -4.33841], [-3.57099, 3.53036, -1.95626], [4.41528, -3.41870, -2.24921], [2.53613, -4.73722, -1.13728], [4.42757, -1.50446, -1.21121], [3.21953, -1.13980, -2.50847], [-1.59347, -2.59492, -0.74435], [-0.62052, -2.54173, 0.64747], [0.63072, -3.31259, -2.20379], [0.11795, -4.27356, -0.82707], [0.97576, -0.35036, 0.68961], [1.52046, 0.31482, -0.84254], [-0.07946, -1.03089, -2.07227], [1.62078, -3.23254, 0.66498], [2.86445, -1.38262, 0.36182]],
  "mulliken_charge": [-0.26, -0.24, -0.26, -1.20, -0.29, -0.63, -0.91, -0.14, 0.22, 0.04, -0.59, -0.57, -0.26, -0.60, -0.66, 0.53, 0.39, 1.08, -0.53, -0.41, 0.86, -0.61, -0.75, -0.90, -1.34, 0.85, 0.33, -0.27, 0.36, 0.35, 0.36, 0.39, 0.42, 0.48, 0.27, 0.32, 0.23, 0.29, 0.44, 0.22, 0.38, 0.35, 0.38, 0.49, 0.73, 0.38, 0.31]
}

{
  "formula": "C19H19IN2O2Os",
  "method": "ωB97M-V/def2-TZVPD",
  "charge": 2,
  "s2": 6.045,
  "lumo_ev": [-6.74, -10.72],
  "orbital_gap_ev": [6.4, 4.4],
  "spin_multiplicity": 5,
  "species": ["C", "C", "H", "H", "H", "H", "H", "H", "C", "C", "C", "C", "H", "H", "H", "H", "N", "C", "C", "N", "C", "C", "C", "H", "H", "C", "H", "H", "Os", "I", "O", "C", "O", "C", "C", "C", "C", "C", "C", "H", "H", "H", "H", "H"],
  "coordinates": [[0.57451, -3.12414, -2.82246], [-0.84549, -3.16356, -2.23736], [0.78968, -2.14859, -3.28144], [0.70907, -3.87863, -3.62363], [1.33532, -3.32620, -2.04646], [-1.12517, -2.18531, -1.80185], [-1.60088, -3.42157, -2.99494], [-0.92253, -3.91453, -1.44493], [1.81637, 1.85887, -0.43239], [2.26505, 3.16575, -0.39392], [1.49005, 4.18153, 0.17941], [0.24819, 3.86224, 0.73229], [2.33909, 0.97815, -0.80451], [3.23884, 3.34931, -0.83675], [1.85176, 5.21122, 0.21071], [-0.42988, 4.54300, 1.25943], [0.57104, 1.58958, 0.01076], [-0.18022, 2.53340, 0.65871], [-1.40568, 1.98220, 1.16906], [-1.55292, 0.67407, 0.76727], [-2.64272, -0.03708, 1.12330], [-3.53863, 1.91240, 2.25935], [-3.62428, 0.55437, 1.90287], [-2.65485, -1.05262, 0.69137], [-4.47481, -0.07361, 2.19394], [-2.41949, 2.64432, 1.87870], [-2.24182, 3.70174, 2.08516], [-4.32710, 2.37421, 2.85414], [-0.24561, -0.17573, -0.53830], [-1.00970, 0.39811, -2.78692], [0.72588, 0.33844, 2.32088], [1.21200, -0.72981, 1.87530], [0.97376, -1.23151, 0.65667], [2.03466, -1.55623, 2.83761], [3.26913, -2.15633, 2.54294], [4.01951, -2.70428, 3.60015], [3.47641, -2.78658, 4.90134], [2.23089, -2.19115, 5.17339], [1.52278, -1.58473, 4.12955], [3.63636, -2.15624, 1.51512], [5.03226, -3.09255, 3.44271], [4.01061, -3.29254, 5.71976], [1.79330, -2.15744, 6.18014], [0.56429, -1.10097, 4.29953]],
  "lowdin_spin": [0.01, 0.02, 0.01, 0.00, 0.00, 0.02, 0.00, 0.00, 0.03, 0.00, 0.03, 0.00, 0.01, 0.00, 0.00, 0.00, -0.01, 0.01, 0.03, 0.08, 0.03, 0.03, 0.00, 0.00, 0.00, 0.00, 0.00, 0.00, 2.01, 0.49, 0.13, 0.03, 0.15, 0.22, 0.00, 0.22, 0.24, 0.00, 0.20, 0.00, 0.01, 0.01, 0.00, 0.00]
}

{
  "formula": "C19H19IN2O3Sn",
  "method": "ωB97M-V/def2-TZVPD",
  "charge": 2,
  "lumo_ev": [-8.67, -9.60],
  "orbital_gap_ev": [6.4, 5.1],
  "species": ["C", "C", "H", "H", "H", "H", "H", "H", "C", "C", "C", "C", "H", "H", "H", "H", "N", "C", "C", "N", "C", "C", "C", "H", "H", "C", "H", "H", "Sn", "I", "O", "C", "C", "C", "C", "C", "C", "C", "O", "O", "H", "H", "H", "H", "H"],
  "coordinates": [[3.59099, 4.61251, -0.02559], [4.77015, 3.72032, -0.39637], [3.27582, 5.21860, -0.87698], [3.86113, 5.30338, 0.77653], [2.72811, 4.02984, 0.30483], [4.47148, 2.92859, -1.08358], [5.56292, 4.29595, -0.87972], [5.20414, 3.25309, 0.48951], [-2.80535, 1.43404, -1.83612], [-4.01331, 1.37210, -2.52075], [-4.27575, 0.27566, -3.34479], [-3.31598, -0.72477, -3.46324], [-2.55512, 2.27594, -1.18570], [-4.74081, 2.18430, -2.39701], [-5.20146, 0.18575, -3.89092], [-3.44779, -1.60786, -4.08743], [-1.88267, 0.44600, -1.92204], [-2.11425, -0.61609, -2.75235], [-1.04613, -1.63050, -2.82577], [0.05329, -1.39677, -2.05865], [1.13780, -2.21387, -2.04343], [-0.02017, -3.67304, -3.56718], [1.10508, -3.38061, -2.79181], [1.98201, -1.91564, -1.41365], [1.97313, -4.04782, -2.75142], [-1.10304, -2.79491, -3.58799], [-2.01282, -2.95242, -4.16678], [-0.07688, -4.56775, -4.15722], [0.21392, 0.55485, -0.96981], [-0.20313, 3.04629, 0.37485], [1.26299, 1.01780, 3.40086], [0.54911, -0.01700, 3.87778], [0.53744, -0.07441, 5.27666], [-0.11581, -1.08801, 5.96708], [-0.80242, -2.08369, 5.27546], [-0.83086, -2.03857, 3.88232], [-0.19490, -1.03943, 3.15314], [-0.37116, -1.10233, 1.64390], [-0.95764, -2.00886, 1.05408], [0.23118, -0.06040, 1.09050], [1.27657, 0.98349, 2.41118], [1.07679, 0.69664, 5.81680], [-0.08769, -1.10091, 7.06915], [-1.31475, -2.88667, 5.80743], [-1.37414, -2.81282, 3.32423]],
  "mulliken_charge": [-0.50, -0.84, 0.30, 0.31, -0.08, 0.23, 0.31, 0.27, 0.22, -0.84, -0.43, -0.76, 0.17, 0.39, 0.48, 0.35, 0.11, 0.75, 0.48, -0.06, -0.01, -0.46, -0.81, 0.46, 0.40, -0.66, 0.41, 0.48, 0.87, -0.15, -0.41, 0.55, -0.44, -0.42, -0.48, -0.41, 0.22, 0.98, -0.59, -0.49, 0.30, 0.48, 0.40, 0.45, 0.45]
}